# 1
8
Properties=species:S:1:pos:R:3:forces:R:3 method="wB97M-V/def2-TZVPD" smiles="C1=CC12C=N2" e_above_lowest_ev=3.091 orbital_gap_ha=0.363
N -1.90492 0.81297 0.00003 -0.3 -0.4 0.1
C 0.75880 0.48070 0.66256 -0.7 0.0 -1.1
C -0.53890 0.22916 0.01717 0.5 -0.1 0.0
C -1.78189 -0.45522 0.00901 0.7 0.8 0.0
C 0.73196 0.48336 -0.65772 -0.3 -0.1 1.0
H -2.36732 -1.34600 0.00490 -0.6 -0.3 0.0
H 1.30927 0.61468 1.56212 0.4 0.1 0.4
H 1.26478 0.61088 -1.56963 0.3 0.1 -0.4

---

# 2
97
Properties=species:S:1:pos:R:3:forces:R:3 method="wB97M-V/def2-TZVPD" spin_multiplicity=2 total_charge=+2 s_squared=0.76 e_above_lowest_ev=0.000 orbital_gap_ha="0.254 / 0.194"
Ir 0.40394 0.01973 -0.17174 -1.3 1.0 -0.1
S -1.58304 -2.09551 -6.83545 0.0 -0.1 0.1
S 1.27913 7.05990 0.32307 0.0 -0.1 0.1
S -0.04666 -2.97590 1.58324 0.2 -0.1 0.0
P 2.27209 0.44377 1.17146 0.0 -0.2 0.5
O -3.49191 0.11011 0.70226 -0.2 0.6 -0.4
O 1.36276 -3.05957 1.34717 -0.2 0.1 -0.1
O -1.43297 0.81616 0.06843 -0.2 0.6 0.2
O -0.57642 -3.10346 2.90267 0.1 0.0 0.1
N 0.46572 2.08182 -0.76709 1.1 -0.3 -0.6
N -0.46359 -1.38070 1.05802 1.1 -0.6 -0.4
N 1.86031 -1.14758 -1.13578 0.5 0.0 0.3
N -0.33723 0.07186 -2.34061 -0.2 0.1 0.0
C -0.17693 1.29932 -2.90939 0.1 0.0 0.0
C 4.12028 1.62757 -0.52247 -0.1 0.0 -0.1
C -1.95792 -6.07116 -1.09973 0.0 0.0 0.1
C 0.83552 5.44726 0.72886 0.0 0.0 0.1
C 3.20446 1.27663 3.67085 0.1 -0.1 0.0
C -0.89703 -4.08287 0.52867 0.0 0.0 0.2
C 4.37877 -1.41711 1.57429 0.0 0.0 0.0
C 1.25185 7.54036 1.95839 0.0 -0.1 0.0
C -1.37646 -4.92944 -1.65674 0.0 0.0 0.0
C -0.49050 1.55381 -4.25285 0.1 0.0 0.2
C -2.54391 -3.50361 -6.82412 0.0 0.0 0.1
C 4.07606 4.11812 0.69956 0.0 0.0 0.0
C 0.66862 4.42463 -0.29719 -0.1 -0.1 -0.1
C 0.26016 2.37125 -2.07138 -0.2 -0.2 -0.2
C 4.93018 2.64760 -0.99624 0.0 0.0 0.0
C 3.64987 -2.82529 -0.73621 0.0 0.2 0.0
C -0.99925 0.49719 -5.01713 -0.1 0.0 0.0
C 0.58111 4.70607 -1.64754 -0.1 -0.1 0.1
C 3.27289 1.84241 0.56509 0.0 0.0 0.1
C -0.85064 -3.94341 -0.84847 0.1 0.1 -0.1
C -2.59079 -2.85568 -4.60890 0.1 0.1 -0.1
C -1.47931 -5.20200 1.10993 -0.1 0.0 0.0
C -1.56231 -0.82775 1.74952 -0.9 0.8 -0.7
C 4.69677 -3.26474 0.05929 0.1 0.0 0.0
C 0.32843 3.67562 -2.56539 0.0 -0.1 0.1
C -2.52745 -7.14004 -1.98006 0.0 0.0 -0.1
C 0.61069 3.06902 0.08724 -0.2 0.1 0.1
C 1.29829 -0.16209 5.08942 0.0 0.0 -0.1
C -1.21541 -0.73610 -4.43572 0.1 0.1 0.0
C 2.98899 -1.67430 -0.35665 0.0 0.2 0.0
C 0.91022 6.51304 2.78931 0.1 0.1 0.0
C 3.25840 3.10258 1.16758 0.1 0.0 0.1
C 3.31974 -0.97734 0.79059 -0.2 -0.1 -0.2
C 2.22454 0.55535 2.97809 0.0 0.3 -0.1
C -0.84799 -0.88963 -3.08391 0.0 0.0 -0.1
C 0.06071 3.89874 -3.95684 0.0 0.0 -0.1
C -3.01936 -3.79218 -5.57727 0.0 0.0 -0.2
C 0.67064 5.31044 2.08649 0.0 0.1 -0.2
C -2.30183 0.11513 0.73056 0.0 -1.3 0.9
C -2.00584 -6.18551 0.28719 0.0 0.1 0.0
C 4.90982 3.89291 -0.38628 0.0 0.0 0.0
C 3.22150 1.27513 5.05627 0.0 0.0 0.0
C -0.32507 2.88647 -4.76232 0.0 0.0 0.0
C -1.79908 -1.86994 -5.14393 -0.1 -0.1 0.0
C 1.27532 -0.15966 3.70421 0.0 -0.1 -0.1
C 5.06521 -2.56090 1.19977 0.0 0.0 0.0
C 2.26921 0.55851 5.76643 0.0 0.0 0.0
H -3.53761 -6.87238 -2.29678 0.0 0.0 0.0
H -1.29653 -0.03010 2.45784 0.3 -0.4 0.3
H -0.40436 -3.05654 -1.27473 0.1 0.0 0.0
H 1.48181 8.55898 2.22231 0.0 0.0 0.0
H -0.56468 3.07137 -5.80056 0.0 0.0 0.0
H -1.51381 -5.30046 2.18547 0.0 0.0 0.0
H -2.58761 -8.09215 -1.45782 0.0 0.0 0.0
H -0.98737 -1.85339 -2.61865 -0.1 0.0 0.0
H 3.97490 1.81877 3.14131 0.0 0.0 0.0
H 0.13434 4.90770 -4.33943 0.0 0.0 0.0
H 5.55497 4.68242 -0.74631 0.0 0.0 0.0
H 3.35967 -3.37340 -1.62393 0.0 0.0 0.0
H 4.64890 -0.88963 2.47950 0.0 0.0 0.0
H 0.55771 -0.73216 5.63255 0.0 0.0 0.0
H 2.20555 -0.55644 -1.89207 0.1 -0.2 -0.1
H -2.22813 -1.55786 2.19577 0.1 0.0 0.1
H -1.33356 -4.82710 -2.73416 0.0 0.0 0.0
H -1.26370 0.66924 -6.05344 0.0 0.0 0.0
H 2.63643 3.29835 2.03163 0.0 0.0 0.0
H 5.22575 -4.16791 -0.21041 0.0 0.0 0.0
H 0.52786 -0.74443 3.19762 0.0 -0.1 0.0
H 4.06010 5.08268 1.18967 0.0 0.0 0.0
H 1.38863 -1.93992 -1.56801 0.0 0.1 0.0
H 0.63530 5.72709 -2.00439 0.0 0.0 0.0
H 5.59349 2.46056 -1.82937 0.0 0.0 0.0
H 0.82391 6.61530 3.85918 0.0 0.0 0.0
H 4.18059 0.65519 -0.99560 0.0 0.0 0.0
H -1.92467 -7.27460 -2.87733 0.0 0.0 0.0
H -3.66359 -4.63159 -5.36702 0.0 0.0 0.0
H -2.45621 -7.06107 0.73469 0.0 0.0 0.0
H -2.71455 -4.04416 -7.74036 0.0 0.0 0.0
H 5.88334 -2.91847 1.80906 0.0 0.0 0.0
H 3.98512 1.83276 5.58061 0.0 0.0 0.0
H 0.36108 4.39861 2.57436 0.0 -0.1 0.0
H -2.89922 -2.88068 -3.57315 0.0 0.0 0.0
H 2.29202 0.55268 6.84774 0.0 0.0 0.0
H 0.64716 2.79692 1.13195 0.1 0.0 0.0

---

# 3
19
Properties=species:S:1:pos:R:3:forces:R:3 method="wB97M-V/def2-TZVPD" spin_multiplicity=2 total_charge=+1 s_squared=0.75 e_above_lowest_ev=4.857 orbital_gap_ha="0.255 / 0.246"
Lu 6.58186 -2.68059 -0.72529 -2.4 1.8 1.9
O 5.09773 -0.98206 -1.58193 0.9 -0.9 -0.2
O 5.44703 -2.68607 1.31826 0.0 -0.3 -2.0
O 2.25339 0.12610 1.18423 0.1 0.3 1.0
O 6.03650 -0.38784 0.26234 0.7 -0.6 -0.5
C 4.96624 -0.17467 -0.65736 -0.2 0.0 0.4
C 2.38574 0.10217 2.47526 -1.4 1.6 -2.9
C 5.10751 -1.67076 2.05023 0.3 1.1 2.3
C 1.20176 -0.34591 3.29207 0.7 -1.7 0.6
C 5.72378 -0.34189 1.64416 -0.9 0.7 0.2
Li 3.27484 1.02322 -0.05028 -0.3 -0.3 0.0
H 6.64555 -0.15195 2.20918 -0.2 0.0 -0.2
H 0.34742 0.33538 3.17836 0.5 0.0 -0.2
H 2.77887 1.07033 2.86393 1.0 -0.9 0.4
H 0.90209 -1.35319 2.96201 -0.1 0.4 0.1
H 4.95445 0.43250 1.84002 0.9 0.0 -0.2
H 5.18499 -1.83378 3.14282 -0.1 -0.1 -0.5
H 1.47642 -0.39610 4.35715 -0.2 0.0 -0.3
H 3.61585 -0.94158 2.37696 0.6 -1.2 0.1

---

# 4
93
Properties=species:S:1:pos:R:3:forces:R:3 method="wB97M-V/def2-TZVPD" smiles="C=CC[C@H](CCOC=O)OC=O.COCCOCCOC.COCCOCCOC.COCCOCCOC" orbital_gap_ha=0.310
O -1.40093 6.45514 -0.72547 -0.3 -0.5 0.2
O 4.79820 -9.34825 3.82540 -0.2 0.1 0.0
O -4.62674 2.29145 -2.01089 -0.1 0.1 0.2
O 5.66542 -6.08572 4.49834 0.1 0.0 -0.2
O -0.54867 -2.97057 5.26289 0.1 0.2 0.0
O -3.40065 5.52813 -8.02206 0.2 0.0 -0.2
O -0.91317 -0.83258 3.07313 0.0 0.0 0.0
O 4.13129 -6.97423 1.98049 0.0 0.0 0.0
O 0.05946 4.82970 -1.33612 -0.5 0.2 0.1
O 1.03156 -3.07885 2.26676 -0.2 0.0 0.0
O -0.93544 3.70747 -7.69745 0.0 0.0 0.0
O -0.65931 6.32572 -6.10758 -0.1 -0.2 0.1
O -4.70619 3.60050 -0.19572 0.3 -0.1 0.1
C -0.56482 5.41422 -0.49696 0.8 -0.2 -0.2
C -3.61197 4.68018 1.67057 -1.8 -1.1 -1.0
C 5.24438 -7.85390 1.98325 0.0 0.0 -0.1
C 0.31069 5.67400 -6.90758 -0.1 0.2 0.0
C -0.21722 6.53515 -4.78489 0.0 0.1 -0.1
C -0.34212 -2.81135 6.64745 0.0 -0.1 -0.1
C 0.49931 -0.91853 3.19318 0.0 0.2 0.0
C -2.42302 2.47471 2.21526 -0.2 0.4 0.2
C -3.35777 4.12837 -7.79884 -0.1 0.2 0.1
C 4.53563 -5.48130 3.89035 0.0 -0.1 0.3
C 6.74816 -5.19486 4.62849 -0.1 -0.1 0.1
C 3.98263 -10.42014 4.23781 0.1 0.0 0.0
C -2.58162 6.13707 -1.48674 -0.6 0.6 -0.7
C -3.57686 4.44205 0.16466 -0.4 0.4 0.4
C -4.11752 5.86765 -9.18570 0.0 0.0 0.1
C -3.74420 5.77032 -0.58595 0.5 0.0 0.0
C -2.15293 3.74925 -6.96872 0.0 -0.1 0.0
C -4.37446 2.46574 -0.85571 -0.2 -0.3 -0.8
C -1.66067 -2.00807 3.34887 -0.1 0.1 -0.1
C -3.27734 3.50157 2.52939 0.5 -0.5 -0.1
C -0.34563 4.94695 -8.05876 0.1 -0.1 -0.1
C 4.91524 -9.26465 2.41560 0.2 0.0 0.2
C 3.65266 -6.51987 3.23928 -0.1 0.0 -0.1
C 1.17045 -1.68258 2.07514 0.1 -0.2 0.1
C 1.13647 -3.80512 1.06193 0.1 0.0 0.1
C -1.74596 -2.35697 4.81728 0.1 -0.3 0.0
H -4.26820 3.83472 -7.25824 0.0 -0.1 -0.1
H -5.16849 5.56467 -9.10881 0.0 0.0 -0.1
H -0.46574 5.16365 0.57044 0.0 0.2 0.1
H 0.43874 4.68430 -8.77213 0.0 0.0 0.0
H -2.58741 1.73364 1.43907 0.8 1.1 -1.2
H -2.92292 5.49711 1.89893 0.1 -0.1 0.2
H -3.32225 3.58968 -8.75325 0.0 0.0 0.0
H 3.98210 -9.58082 1.93425 0.0 0.0 0.0
H -0.29282 -1.75003 6.91827 -0.1 0.0 0.0
H 0.98452 -4.85648 1.29804 0.0 0.0 0.0
H -1.29812 -2.85637 2.76545 0.1 0.0 0.1
H -4.65150 5.74505 -1.18754 0.0 -0.2 0.0
H 3.91963 -10.38683 5.32366 0.0 0.0 0.0
H 6.07152 -7.44904 2.56956 0.0 -0.1 0.1
H 0.65152 7.20365 -4.76699 0.0 -0.1 0.1
H 0.60960 -3.27790 6.89402 0.0 0.0 0.0
H 4.40880 -11.38405 3.93556 -0.1 0.0 0.0
H -1.94725 -1.44593 5.39352 0.0 0.0 0.0
H -2.57477 -3.06283 4.96714 -0.1 0.1 0.0
H -1.02903 7.00488 -4.23169 0.0 0.0 -0.1
H -3.73689 3.50351 3.52058 1.4 1.0 0.7
H 0.03048 5.58561 -4.29816 0.1 0.0 0.0
H -1.50580 2.35086 2.78723 -1.0 -1.3 1.2
H 0.79013 -1.31232 4.16882 0.0 -0.2 -0.1
H -3.89582 1.66987 -0.27199 0.1 0.2 0.3
H 2.12893 -3.67936 0.61467 0.0 0.0 -0.1
H 3.95924 -4.96238 4.66861 -0.1 0.1 -0.1
H -3.67112 5.40259 -10.07262 -0.1 0.0 0.0
H -2.06845 4.38901 -6.08823 -0.1 0.1 -0.1
H 2.24148 -1.43565 2.06882 0.0 0.1 -0.1
H -3.86560 6.58891 0.12669 0.0 0.0 0.1
H 6.49389 -4.35146 5.28136 0.0 0.0 0.0
H 2.69487 -6.04409 3.01738 0.0 0.0 0.0
H -4.62525 5.03609 1.88886 0.1 0.2 0.0
H 7.06266 -4.81207 3.65026 0.0 0.1 0.0
H 4.85202 -4.75167 3.13549 0.0 0.0 0.0
H -2.86203 7.04561 -2.02065 0.2 0.1 0.1
H 3.45586 -7.35693 3.91158 0.2 0.0 0.1
H -2.64825 3.93062 -0.10503 0.0 -0.1 -0.1
H 2.97124 -10.32630 3.82508 0.0 -0.1 0.0
H -1.05939 5.59244 -8.57443 0.0 0.1 0.1
H 0.99821 6.43238 -7.30853 0.1 -0.1 0.0
H -2.39105 5.39855 -2.26794 0.3 -0.2 0.3
H 0.36792 -3.49226 0.34568 0.1 0.0 0.0
H -2.30577 2.72570 -6.62031 0.0 0.0 0.0
H 5.56799 -7.89926 0.94098 0.0 0.0 0.0
H 0.84677 0.11596 3.13886 0.0 0.0 0.0
H 7.57676 -5.74538 5.06970 0.0 0.0 0.0
H 0.88386 4.95705 -6.30796 0.0 0.0 0.0
H 0.73194 -1.38222 1.11600 0.0 0.0 0.0
H -2.67324 -1.78146 3.00736 0.0 0.0 0.0
H 5.72570 -9.93369 2.09384 -0.1 0.0 -0.1
H -1.13646 -3.29615 7.22691 0.0 0.0 0.0
H -4.06915 6.94902 -9.29853 0.0 0.0 0.0

---

# 5
12
Properties=species:S:1:pos:R:3:forces:R:3 method="wB97M-V/def2-TZVPD" smiles=[O-]CCCO total_charge=-1 e_above_lowest_ev=2.610 orbital_gap_ha=0.219
O 0.00314 -2.17185 -0.68362 0.2 -0.9 0.4
O 0.89591 1.61950 0.77083 -0.2 0.0 0.0
C -0.79292 0.05446 -0.12493 0.8 0.6 -0.4
C -0.39662 1.50018 0.40416 0.3 -0.4 0.4
C 0.41626 -0.89335 -0.15240 -1.7 0.4 0.0
H -1.19730 0.18471 -1.13201 -0.2 -0.3 -0.1
H -1.52685 -0.42331 0.53197 -0.2 0.1 -0.2
H -0.70737 2.24604 -0.37046 -0.1 -0.1 -0.2
H 0.02181 -2.22677 -1.64132 0.1 0.6 0.1
H 1.26550 -0.49668 -0.69375 0.2 0.1 0.2
H -1.13569 1.67288 1.22817 0.0 0.2 0.2
H 0.58362 -1.02511 0.91437 0.9 -0.4 -0.2

---

# 6
8
Properties=species:S:1:pos:R:3:forces:R:3 method="wB97M-V/def2-TZVPD" smiles=N#C[C@@H]1CO1 e_above_lowest_ev=1.435 orbital_gap_ha=0.445
O -1.18799 0.53807 0.46827 0.4 0.1 -0.4
N 0.90653 -0.92587 -1.78786 -0.3 2.1 2.4
C -0.35478 -0.12025 1.41331 -0.8 -0.7 0.0
C 0.68792 -0.19744 -0.89140 0.3 -2.5 -2.8
C 0.22019 0.56860 0.22827 -0.4 -0.1 1.3
H -0.50563 -1.22564 1.44509 0.5 1.0 -0.1
H 0.70603 1.50613 0.44320 0.1 0.2 -0.3
H -0.36209 0.39056 2.37942 0.4 -0.2 -0.2

---

How do the records compare in molecular weight? In the order shown, they have 65.07, 1041.23, 314.02, 574.71, 75.09, 69.06 Da.
How do the records compare in DFT total energy? In the order shown, they have -208.7882, -3973.0102, -1738.9667, -2000.8607, -268.9441, -246.0388 hartree.